DFT (ωB97M-V/def2-TZVPD) results for a structure of composition C30H56Br20FO2P in a non-equilibrium geometry.

```
110
Properties=species:S:1:pos:R:3:mulliken_charge:R:1
O 6.692 -1.212 3.397 -0.42
O 6.427 -0.690 2.219 -0.15
C 6.410 -1.740 1.170 0.71
P 4.768 -2.741 1.111 0.91
C 3.276 -3.933 1.145 -0.56
C 3.670 -5.468 1.680 0.11
F 3.340 -5.445 3.154 -0.37
C 3.835 -1.385 0.134 0.89
C 2.343 -1.016 0.794 -0.11
C 2.293 -0.014 2.102 -0.23
C 0.828 0.299 2.767 -0.50
C -0.583 -0.359 2.168 0.17
C -0.562 -1.358 0.847 -0.58
C 0.927 -1.663 0.194 0.06
H 5.779 -1.258 3.840 0.33
H 7.324 -2.461 1.433 0.50
H 6.669 -1.309 0.093 -1.21
H 5.491 -3.749 0.349 -0.14
H 4.697 -2.680 2.554 -0.29
H 2.801 -3.952 0.067 0.11
H 2.394 -3.589 1.872 0.34
H 2.965 -6.199 1.084 0.05
H 4.813 -5.631 1.481 0.25
H 4.469 -0.386 0.248 -0.13
H 3.763 -1.581 -1.028 -0.47
H 3.285 0.443 2.540 0.28
H 0.706 0.981 3.730 0.26
H -1.643 -0.158 2.666 -0.20
H -1.503 -1.879 0.382 0.30
H 1.048 -2.390 -0.727 0.18
Br -3.838 0.552 3.941 -0.21
C -5.447 1.118 2.995 -0.10
C -5.749 0.202 1.832 -0.31
Br -4.570 0.566 0.322 -0.15
H -5.293 2.160 2.699 0.49
H -6.246 1.072 3.741 -0.15
H -6.759 0.381 1.453 -0.03
H -5.639 -0.858 2.075 0.33
Br 8.063 4.073 -1.278 -0.15
C 8.303 3.261 0.480 -0.60
C 7.411 2.054 0.651 -0.20
Br 5.566 2.584 0.997 -0.16
H 8.121 4.045 1.221 0.44
H 9.357 2.970 0.517 0.37
H 7.710 1.476 1.529 0.35
H 7.396 1.398 -0.223 -0.06
Br -8.054 2.271 4.641 -0.08
C -9.663 2.837 3.695 -0.53
C -9.966 1.921 2.532 -0.50
Br -8.786 2.284 1.022 -0.07
H -9.510 3.878 3.399 0.29
H -10.462 2.790 4.441 0.36
H -10.976 2.099 2.154 0.38
H -9.855 0.860 2.775 0.24
Br -9.982 7.036 0.754 -0.14
C -8.140 7.117 0.117 -0.73
C -7.463 5.770 0.227 -0.08
Br -6.953 5.385 2.070 -0.14
H -7.639 7.903 0.689 0.44
H -8.214 7.426 -0.930 0.39
H -6.525 5.763 -0.335 0.40
H -8.090 4.940 -0.110 -0.20
Br -8.467 -2.116 1.809 -0.11
C -7.863 -3.826 1.090 -0.54
C -6.583 -3.668 0.304 -0.53
Br -6.923 -2.894 -1.454 -0.10
H -8.688 -4.233 0.498 0.37
H -7.702 -4.461 1.966 0.33
H -6.130 -4.642 0.103 0.36
H -5.847 -3.026 0.798 0.25
Br 9.968 0.817 -3.206 -0.11
C 9.816 -0.462 -1.741 -0.54
C 8.820 -1.551 -2.067 -0.67
Br 6.987 -0.911 -1.879 -0.22
H 9.557 0.108 -0.844 0.24
H 10.820 -0.880 -1.623 0.40
H 8.907 -2.378 -1.356 0.38
H 8.920 -1.940 -3.084 0.42
Br 0.818 -1.751 -3.847 -0.12
C 2.660 -1.670 -4.484 -0.59
C 3.337 -3.016 -4.373 -0.57
Br 3.847 -3.401 -2.530 -0.09
H 3.161 -0.884 -3.912 0.30
H 2.586 -1.360 -5.530 0.38
H 4.275 -3.024 -4.936 0.33
H 2.710 -3.846 -4.711 0.39
Br 6.223 9.079 -3.506 -0.14
C 4.894 7.661 -3.675 -0.55
C 5.483 6.314 -3.326 -0.57
Br 6.595 5.632 -4.776 -0.13
H 4.501 7.712 -4.695 0.38
H 4.101 7.929 -2.972 0.34
H 4.693 5.569 -3.198 0.34
H 6.106 6.333 -2.427 0.32
Br 0.370 -8.934 0.165 -0.14
C 1.782 -10.102 0.833 -0.55
C 2.898 -9.305 1.466 -0.62
Br 4.034 -8.480 0.112 -0.14
H 2.111 -10.718 -0.009 0.37
H 1.295 -10.741 1.575 0.35
H 3.564 -9.959 2.036 0.39
H 2.542 -8.502 2.117 0.36
Br -8.614 6.627 -4.972 -0.15
C -9.715 5.205 -4.218 -0.63
C -9.344 4.931 -2.779 -0.32
Br -7.691 3.900 -2.660 -0.12
H -9.601 4.334 -4.869 0.39
H -10.742 5.574 -4.287 0.38
H -10.102 4.308 -2.297 0.37
H -9.196 5.839 -2.188 0.10
```

Values from the calculation:
F_max: 0.1141 Eh/bohr
Lowest unoccupied orbital energy: 0.0089 hartree
Orbital gap: 7.83 eV
Energy: -53248.1145 hartree
HOMO level: -7.593 eV

***

DFT (ωB97M-V/def2-TZVPD) results for a structure of composition C30H56Br2Cl2O7P in a non-equilibrium geometry.

```
98
Properties=species:S:1:pos:R:3:mulliken_charge:R:1
C -7.304 -1.708 -2.055 -0.75
C -6.055 -2.374 -2.075 0.05
C -5.359 -2.792 -3.428 -0.63
P -3.764 -1.895 -3.858 0.28
C -4.044 -0.190 -4.640 0.22
Cl -3.624 0.021 -6.416 -0.18
C -4.574 0.921 -3.978 0.17
C -4.840 2.346 -4.636 -1.10
Cl -5.079 0.814 -2.220 0.06
C -2.439 -1.903 -2.511 -0.29
Br -1.708 -0.067 -2.126 0.02
C -2.862 -2.672 -1.153 0.06
C -1.571 -3.435 -0.535 -0.61
Br -3.368 -1.292 0.203 -0.10
H -8.074 -1.857 -2.868 0.25
H -7.541 -1.062 -1.160 0.24
H -5.632 -2.617 -1.044 0.22
H -6.102 -2.545 -4.267 0.41
H -5.216 -3.924 -3.459 0.46
H -3.195 -2.671 -4.939 0.16
H -4.280 2.514 -5.600 0.40
H -5.966 2.522 -4.717 0.29
H -4.471 3.152 -3.907 0.30
H -1.522 -2.467 -2.908 0.31
H -3.650 -3.472 -1.293 0.26
H -0.747 -3.593 -1.296 0.21
H -1.189 -2.901 0.388 0.05
H -1.898 -4.477 -0.196 0.31
C 0.886 -0.381 3.330 -0.98
C -0.166 -1.417 3.041 0.80
O -0.224 -1.975 1.960 -0.58
C -1.145 -1.737 4.139 -1.16
H 1.521 -0.253 2.450 0.20
H 0.412 0.575 3.562 0.35
H 1.508 -0.708 4.166 0.34
H -1.708 -0.840 4.407 0.32
H -0.613 -2.122 5.010 0.37
H -1.845 -2.499 3.790 0.27
C 3.346 2.058 -0.639 -1.23
C 3.321 2.071 0.866 0.92
O 3.104 1.056 1.504 -0.57
C 3.574 3.387 1.552 -1.15
H 3.148 1.045 -0.995 0.29
H 2.573 2.723 -1.030 0.35
H 4.329 2.369 -0.997 0.34
H 2.812 4.112 1.259 0.41
H 4.568 3.756 1.290 0.33
H 3.526 3.246 2.633 0.30
C -6.514 2.268 1.336 -0.82
C -6.804 3.688 1.747 0.75
O -6.392 4.135 2.798 -0.51
C -7.623 4.530 0.805 -1.11
H -5.916 1.783 2.110 0.28
H -7.450 1.717 1.220 0.36
H -5.950 2.260 0.401 0.12
H -8.608 4.079 0.664 0.34
H -7.109 4.621 -0.154 0.30
H -7.752 5.527 1.230 0.29
C 6.204 0.822 2.417 -0.74
C 7.376 1.401 1.670 0.80
O 7.381 2.564 1.311 -0.57
C 8.537 0.487 1.386 -1.07
H 5.444 1.593 2.550 -0.06
H 5.770 -0.002 1.847 0.27
H 6.525 0.474 3.401 0.45
H 8.208 -0.352 0.771 0.28
H 8.962 0.124 2.324 0.33
H 9.306 1.037 0.843 0.31
C 12.288 -1.470 -1.680 -1.09
C 11.109 -1.825 -0.812 0.76
O 10.229 -1.019 -0.583 -0.49
C 11.065 -3.216 -0.239 -1.06
H 12.188 -0.439 -2.022 0.29
H 13.212 -1.560 -1.106 0.33
H 12.319 -2.127 -2.551 0.33
H 11.935 -3.384 0.398 0.32
H 11.042 -3.951 -1.047 0.33
H 10.162 -3.331 0.364 0.26
C 1.238 -4.766 -5.405 -1.16
C 0.066 -5.080 -4.517 0.84
O -0.799 -4.250 -4.292 -0.52
C 0.001 -6.458 -3.916 -1.13
H 1.154 -3.740 -5.767 0.29
H 2.168 -4.864 -4.842 0.35
H 1.244 -5.441 -6.264 0.35
H 0.877 -6.630 -3.287 0.34
H -0.047 -7.207 -4.708 0.38
H -0.895 -6.542 -3.299 0.26
C -4.340 4.804 5.197 -0.90
C -3.909 5.424 6.500 0.75
O -3.532 4.740 7.431 -0.56
C -3.965 6.925 6.605 -1.05
H -4.248 3.719 5.266 0.28
H -5.382 5.054 4.992 0.27
H -3.700 5.159 4.387 0.31
H -4.991 7.270 6.462 0.30
H -3.309 7.375 5.856 0.31
H -3.627 7.232 7.596 0.29
```

Values from the calculation:
F_max: 0.0570 Eh/bohr
Lowest unoccupied orbital energy: -0.1193 hartree
Orbital gap: 7.20 eV
Energy: -8112.7454 hartree
HOMO level: -10.448 eV
Charge: +1

***

DFT (ωB97M-V/def2-TZVPD) results for a structure of composition C30H56F3N5O26S3 in a non-equilibrium geometry.

```
123
Properties=species:S:1:pos:R:3:mulliken_charge:R:1
C -0.057 -0.526 7.742 -1.14
C 0.492 -0.111 6.400 0.60
O 0.713 1.063 6.130 -0.62
N 0.776 -1.110 5.545 -0.01
C 1.299 -0.820 4.229 -0.40
H -0.374 -1.574 7.751 0.34
H -0.989 0.012 7.916 0.28
H 0.684 -0.364 8.517 0.28
H 0.524 -2.054 5.773 0.26
H 0.487 -0.470 3.579 -0.12
H 1.698 -1.729 3.783 0.34
H 2.039 -0.024 4.214 0.13
C -1.241 -5.862 -1.866 -0.49
C -1.433 -6.356 -3.283 0.69
O -0.549 -6.205 -4.108 -0.65
N -2.643 -6.915 -3.562 -0.23
C -2.962 -7.454 -4.866 -0.89
H -0.413 -6.390 -1.402 0.31
H -2.142 -5.957 -1.250 0.19
H -1.042 -4.790 -1.879 -0.08
H -3.216 -7.144 -2.770 0.22
H -3.965 -7.135 -5.169 0.31
H -2.953 -8.541 -4.891 0.30
H -2.307 -6.961 -5.579 0.33
C 6.443 -1.873 -1.142 -1.28
C 5.821 -0.748 -0.348 0.84
O 5.853 0.402 -0.738 -0.66
N 5.230 -1.105 0.821 -0.07
C 4.704 -0.146 1.757 -0.70
H 7.434 -2.169 -0.808 0.34
H 6.480 -1.596 -2.195 0.28
H 5.796 -2.759 -1.137 0.38
H 5.227 -2.076 1.075 0.23
H 4.705 0.863 1.360 0.27
H 5.322 -0.081 2.665 0.36
H 3.700 -0.397 2.097 0.00
C 0.782 3.498 3.805 -0.87
C 2.103 2.952 3.341 0.56
O 2.189 2.159 2.406 -0.24
N 3.190 3.330 4.042 -0.13
C 4.526 2.928 3.667 -0.87
H 0.517 3.014 4.749 0.30
H 0.015 3.209 3.092 -0.20
H 0.815 4.577 3.962 0.48
H 3.030 4.059 4.715 0.25
H 4.582 2.849 2.582 0.22
H 4.762 1.933 4.062 0.23
H 5.239 3.623 4.100 0.40
C -3.354 -1.657 -4.207 -0.47
C -2.040 -1.223 -4.841 0.57
O -2.031 -0.637 -5.921 -0.70
N -0.947 -1.440 -4.087 0.28
C 0.364 -0.974 -4.447 -0.91
H -4.173 -0.998 -4.463 0.32
H -3.150 -1.735 -3.133 -0.24
H -3.649 -2.663 -4.516 0.45
H -1.058 -2.061 -3.299 -0.01
H 0.369 -0.442 -5.394 0.40
H 1.103 -1.776 -4.546 0.38
H 0.764 -0.313 -3.671 0.11
C 3.504 0.667 -3.081 0.42
C 4.887 0.960 -3.640 0.41
O 4.636 1.963 -4.581 -0.37
C 3.314 2.297 -4.599 0.49
O 2.874 3.159 -5.281 -0.53
O 2.651 1.638 -3.629 -0.18
F 5.323 -0.162 -4.314 -0.35
H 3.418 0.561 -2.000 -0.39
H 3.198 -0.332 -3.416 0.18
H 5.605 1.252 -2.883 0.38
C -3.425 1.677 -3.341 -0.38
C -2.782 1.438 -1.975 0.71
O -3.582 0.467 -1.385 0.19
C -4.801 0.445 -2.019 0.36
O -5.771 -0.075 -1.590 -0.55
O -4.746 1.150 -3.163 -0.41
F -2.831 2.588 -1.211 -0.30
H -2.908 1.144 -4.138 0.13
H -3.459 2.741 -3.559 0.45
H -1.741 1.138 -2.047 -0.35
C -0.156 0.675 0.580 1.09
C 1.203 0.205 0.071 0.58
O 0.842 -0.819 -0.847 -0.09
C -0.456 -1.159 -0.669 0.04
O -1.009 -2.042 -1.257 -0.74
O -1.077 -0.277 0.108 0.46
F 1.922 -0.404 1.058 -0.30
H -0.409 1.672 0.225 -0.22
H -0.089 0.732 1.666 -0.83
H 1.783 1.001 -0.383 -0.08
C 0.041 6.028 -2.022 -0.45
C 0.412 5.950 -0.556 -0.49
O 0.344 4.529 -0.329 -0.07
S 1.117 3.830 -1.532 0.62
O 0.449 2.624 -1.850 -0.11
O 2.513 3.770 -1.314 -0.59
O 0.758 4.950 -2.616 -0.28
H 0.385 6.964 -2.464 0.35
H -1.037 5.967 -2.170 0.26
H -0.321 6.482 0.041 0.36
H 1.434 6.282 -0.372 0.33
C -3.511 -2.317 1.229 0.23
C -3.733 -3.799 1.352 -0.38
O -3.232 -4.057 2.677 -0.39
S -1.875 -3.223 2.853 1.36
O -0.744 -4.019 2.543 -0.64
O -1.892 -2.511 4.071 -0.52
O -2.136 -2.230 1.651 -0.20
H -4.159 -1.711 1.861 0.07
H -3.524 -1.953 0.203 -0.17
H -3.160 -4.362 0.615 0.23
H -4.775 -4.105 1.285 0.40
C -4.953 2.942 2.745 -0.52
C -3.890 3.308 1.747 0.31
O -2.662 3.079 2.443 -0.26
S -2.841 1.896 3.523 1.00
O -2.514 2.386 4.802 -0.64
O -2.220 0.733 3.020 -0.22
O -4.412 1.736 3.352 -0.36
H -5.911 2.650 2.327 0.33
H -5.071 3.685 3.535 0.31
H -3.964 4.358 1.462 0.37
H -3.922 2.726 0.825 -0.30
```

Values from the calculation:
F_max: 0.0354 Eh/bohr
Lowest unoccupied orbital energy: -0.0023 hartree
Orbital gap: 9.20 eV
Energy: -4901.0030 hartree
HOMO level: -9.267 eV

***

DFT (ωB97M-V/def2-TZVPD) results for a cluster of 7 separate species, C30H57BN7O2 in total in a non-equilibrium geometry.

```
97
Properties=species:S:1:pos:R:3:mulliken_charge:R:1
C -0.403 1.101 3.128 -0.38
O -1.143 0.518 1.986 -0.54
B -2.342 1.386 1.708 0.23
O -2.202 2.827 2.051 -0.17
N -3.627 0.789 1.084 -0.20
C -4.274 -0.204 2.023 -0.48
C -5.405 0.419 3.031 -0.50
C -6.419 1.514 2.354 -0.63
C -5.456 2.648 1.617 -0.31
C -4.556 1.837 0.513 -0.44
H 0.395 0.345 3.588 0.17
H -1.196 1.368 3.974 0.22
H 0.224 2.071 2.836 0.23
H -2.657 2.939 2.943 0.27
H -3.274 0.224 0.254 0.40
H -3.397 -0.621 2.717 0.29
H -4.682 -1.127 1.430 0.37
H -4.895 0.815 4.011 0.27
H -6.089 -0.500 3.368 0.33
H -6.983 2.058 3.252 0.33
H -7.171 1.069 1.574 0.30
H -6.129 3.476 1.093 0.35
H -4.849 3.190 2.457 0.03
H -3.895 2.627 -0.076 0.27
H -5.265 1.335 -0.289 0.44
C 1.051 3.161 -1.749 -1.24
C 1.148 1.639 -1.788 -0.36
C 0.067 0.996 -2.659 0.39
C -1.308 1.342 -2.110 0.35
N -2.448 1.629 -1.655 -0.62
H 0.106 3.494 -1.308 0.28
H 1.859 3.578 -1.140 0.36
H 1.130 3.585 -2.757 0.35
H 1.079 1.253 -0.764 0.23
H 2.134 1.355 -2.173 0.40
H 0.188 -0.093 -2.665 -0.49
H 0.143 1.351 -3.692 0.42
C -0.149 7.693 3.026 -1.24
C -0.052 6.171 2.987 -0.53
C -1.133 5.528 2.117 0.52
C -2.508 5.874 2.665 0.25
N -3.648 6.161 3.121 -0.56
H -1.094 8.027 3.468 0.35
H 0.659 8.110 3.636 0.36
H -0.070 8.117 2.019 0.31
H -0.121 5.785 4.012 0.30
H 0.934 5.888 2.602 0.38
H -1.012 4.440 2.110 -0.34
H -1.057 5.884 1.083 0.34
C 2.867 -1.255 6.865 -1.07
C 3.961 -0.805 5.901 -0.44
C 4.107 0.716 5.835 -0.35
C 2.806 1.337 5.355 0.34
N 1.726 1.852 4.956 -0.57
H 1.881 -0.896 6.553 0.30
H 2.818 -2.348 6.901 0.32
H 3.063 -0.888 7.879 0.30
H 3.738 -1.201 4.903 0.28
H 4.914 -1.244 6.216 0.32
H 4.911 0.986 5.143 0.29
H 4.358 1.122 6.821 0.29
C 0.650 -5.292 -3.270 -1.05
C 0.748 -4.153 -2.260 -0.68
C 0.958 -2.789 -2.921 -0.04
C 2.255 -2.797 -3.713 0.30
N 3.331 -2.804 -4.370 -0.53
H 1.575 -5.404 -3.844 0.47
H 0.471 -6.242 -2.755 0.33
H -0.175 -5.124 -3.972 0.08
H 1.573 -4.363 -1.568 0.34
H -0.172 -4.125 -1.665 0.35
H 1.008 -2.006 -2.157 0.08
H 0.126 -2.555 -3.593 0.28
C 7.213 -1.598 -4.565 -1.00
C 8.367 -2.541 -4.240 -0.46
C 8.240 -3.183 -2.857 -0.33
C 8.232 -2.102 -1.789 0.22
N 8.225 -1.206 -0.902 -0.47
H 7.174 -0.752 -3.871 0.35
H 7.331 -1.186 -5.572 0.31
H 6.252 -2.124 -4.522 0.21
H 9.310 -1.984 -4.307 0.30
H 8.405 -3.330 -4.999 0.31
H 9.083 -3.859 -2.678 0.28
H 7.316 -3.766 -2.787 0.28
C -3.513 -4.334 -5.853 -1.01
C -4.720 -4.809 -5.049 -0.45
C -4.644 -4.414 -3.573 -0.33
C -3.411 -5.036 -2.938 0.28
N -2.388 -5.551 -2.411 -0.52
H -2.584 -4.787 -5.493 0.24
H -3.624 -4.613 -6.906 0.33
H -3.410 -3.244 -5.798 0.29
H -4.798 -5.899 -5.139 0.30
H -5.629 -4.383 -5.488 0.32
H -5.537 -4.765 -3.044 0.30
H -4.594 -3.325 -3.468 0.26
```

Values from the calculation:
F_max: 0.1964 Eh/bohr
Lowest unoccupied orbital energy: -0.1023 hartree
Orbital gap: 9.45 eV
Energy: -1735.4894 hartree
HOMO level: -12.234 eV
Charge: +1